{"formula": "C5H10N2O", "method": "ωB97M-V with the def2-TZVPD basis set", "symbols": ["C", "C", "C", "C", "C", "H", "H", "H", "H", "H", "H", "H", "H", "H", "H", "N", "N", "O"], "coordinates": [[-1.1806, -1.4614, -0.3449], [-0.9263, -0.0625, -0.7716], [-1.3021, 1.0792, 0.1368], [0.2558, 1.5993, 0.3212], [2.5169, -0.4756, -0.0022], [0.3163, -1.0358, 1.0336], [-0.7558, -2.0632, -1.1365], [-2.3356, -1.4568, -0.0442], [-1.2472, 0.0737, -1.7536], [-1.8349, 0.8544, 0.9882], [-1.7494, 1.7899, -0.5700], [0.4040, 1.5270, 1.4980], [0.6313, 2.6373, 0.1295], [3.2007, -1.3472, -0.0371], [2.8739, 0.2686, 0.6991], [0.4588, 0.3266, -0.5712], [1.3568, -0.6645, -0.4920], [-0.6825, -1.5890, 0.9170]], "forces_ev_per_a": [[-2.85, 1.89, 1.13], [1.11, 0.74, 1.52], [1.24, 3.23, -3.09], [-2.23, -2.70, 2.56], [0.98, -1.85, 0.94], [-4.43, -2.83, -0.71], [-0.38, -1.09, 0.10], [1.92, -0.84, -1.86], [-0.47, 0.31, -1.89], [-1.08, -0.22, 1.86], [-0.76, 0.21, 0.96], [0.49, -0.62, -2.27], [-0.43, -1.23, -1.01], [-0.58, 0.47, -0.13], [-0.38, 0.96, -0.41], [1.83, 1.29, 0.41], [0.97, 1.23, -1.11], [5.06, 1.06, 2.99]], "smiles": "C=NN1CC[C@@H]1CO", "homo_lumo_gap_ev": 9.4699, "e_lumo_ev": 0.965}



{"formula": "C6H16NO", "method": "ωB97M-V with the def2-TZVPD basis set", "symbols": ["C", "C", "C", "C", "C", "C", "N", "H", "H", "H", "H", "H", "H", "H", "H", "H", "H", "H", "H", "H", "H", "H", "H", "O"], "coordinates": [[0.0604, -1.1953, 0.2511], [-1.0193, -0.9882, -0.7191], [-0.8403, 0.2317, -1.7113], [0.1593, 1.3539, -1.2554], [-0.3209, 2.0354, 0.0112], [-0.7096, 3.2740, -0.1510], [0.2312, -2.6597, 0.8502], [1.0598, -0.8778, -0.2423], [-0.1789, -0.6800, 1.1672], [-2.0029, -0.8718, -0.2466], [-1.0328, -1.8637, -1.3716], [-1.8329, 0.6822, -1.8302], [-0.4702, -0.0376, -2.6441], [1.1417, 0.8357, -1.1954], [0.3645, 2.0619, -2.1073], [-0.3888, 1.4828, 0.9868], [-0.9981, 3.9729, 0.6707], [-0.6359, 3.6795, -1.0690], [1.0577, -2.5007, 1.6337], [0.1695, -3.4675, 0.0718], [-0.7293, -2.7931, 1.2797], [2.7756, -0.2554, 2.0529], [2.0019, -0.5232, 3.1920], [2.1382, -0.8959, 2.3761]], "forces_ev_per_a": [[2.48, -0.12, 0.13], [-1.07, -0.06, -1.81], [-0.10, 1.43, 2.12], [0.09, -1.38, -0.34], [0.61, -1.03, -0.17], [-0.52, 0.74, 4.20], [-1.21, 0.26, -0.59], [-1.52, -0.78, 1.42], [0.67, 0.58, 0.13], [0.28, -0.29, 0.02], [-0.42, -0.17, -0.08], [0.26, -0.14, -0.14], [0.33, -1.12, -1.71], [-0.30, 0.47, 0.51], [-0.72, -0.45, 0.97], [0.22, 0.67, -1.05], [-0.04, -0.92, -0.70], [0.18, 1.52, -2.99], [-2.13, -1.12, -2.42], [1.38, 2.16, 2.24], [1.63, 0.01, 0.19], [0.37, -0.16, -0.82], [-1.01, 0.92, 3.59], [0.54, -1.03, -2.71]], "homo_lumo_gap_ev": 9.1399, "e_lumo_ev": -3.536, "charge": 1}



{"formula": "C3H7O4S", "method": "ωB97M-V with the def2-TZVPD basis set", "symbols": ["C", "C", "C", "O", "O", "O", "O", "S", "H", "H", "H", "H", "H", "H", "H"], "coordinates": [[1.9945, 0.1485, -0.4870], [1.3046, -0.6148, 0.4868], [-0.7305, 0.6822, 0.3924], [-3.2228, 0.2237, 0.9425], [-2.3148, -0.6129, -1.1216], [-1.7818, -1.6701, 1.0170], [-0.5007, 1.2933, -0.8663], [-2.1509, -0.4569, 0.3391], [1.4089, 0.4133, -1.3303], [2.8589, -0.5094, -0.9675], [2.5311, 0.9863, -0.0652], [0.7221, -1.5199, 0.2922], [1.3098, -0.2555, 1.5710], [-0.4117, 1.2328, 1.2747], [-1.0167, 0.6594, -1.4774]], "forces_ev_per_a": [[3.91, -1.60, -1.55], [-4.17, 0.98, 3.34], [2.49, -1.15, -2.10], [-2.44, 1.83, 1.46], [0.44, 0.10, 0.17], [0.50, -0.66, 0.36], [-1.45, -1.23, 1.12], [2.02, -0.76, -1.74], [-0.76, 0.64, -0.79], [-1.26, 1.05, 0.68], [-0.14, 0.49, -0.01], [0.60, 0.19, 0.03], [0.40, -1.04, -1.54], [-0.62, 0.22, -0.35], [0.48, 0.93, 0.92]], "homo_lumo_gap_ev": [7.5956, 7.4751], "e_lumo_ev": [3.902, 3.894], "charge": -1}



{"formula": "C61H46FNO3P3S2SiTb", "method": "ωB97M-V with the def2-TZVPD basis set", "symbols": ["Tb", "C", "C", "C", "C", "C", "C", "P", "C", "C", "C", "C", "C", "C", "C", "C", "C", "C", "C", "C", "Si", "C", "C", "C", "C", "C", "C", "P", "C", "C", "C", "C", "C", "C", "C", "C", "C", "C", "C", "C", "C", "C", "C", "C", "C", "C", "P", "C", "C", "C", "C", "C", "C", "C", "C", "C", "C", "C", "C", "H", "H", "H", "H", "H", "H", "H", "H", "H", "H", "H", "H", "H", "H", "H", "H", "H", "H", "H", "H", "H", "H", "H", "H", "H", "H", "H", "H", "H", "H", "H", "H", "H", "H", "H", "H", "H", "H", "H", "H", "H", "H", "F", "S", "O", "S", "O", "N", "C", "O", "C", "C", "C", "C", "C", "C", "H", "H", "H", "H"], "coordinates": [[-0.6361, -2.3152, -0.4295], [-3.6739, -1.5238, 5.7615], [-3.8443, -1.8677, 4.4077], [-3.0379, -1.1956, 3.5079], [-2.2505, -0.1597, 3.8546], [-2.0518, 0.2135, 5.1773], [-2.7877, -0.5022, 6.1371], [-1.5034, 0.6413, 2.3560], [-2.3541, 2.2936, 2.3767], [-3.1979, 2.7296, 3.3586], [-3.7450, 4.0090, 3.4092], [-3.4364, 4.9074, 2.3539], [-2.6290, 4.4561, 1.3053], [-2.0820, 3.1845, 1.3391], [0.1684, 1.2755, 2.8276], [0.2659, 2.1378, 3.9543], [1.4920, 2.4788, 4.4755], [2.6366, 1.9768, 3.9190], [2.5545, 1.1805, 2.7997], [1.3225, 0.8301, 2.1828], [1.1575, 0.2076, 0.3770], [2.9839, -0.0203, -0.2108], [3.8259, 0.8770, -0.9135], [5.0722, 0.5371, -1.3273], [5.5836, -0.6810, -1.0106], [4.8027, -1.5885, -0.3381], [3.5276, -1.3107, 0.0433], [2.3735, -2.6325, 0.8342], [2.4967, -2.3575, 2.6014], [3.7015, -2.1812, 3.2958], [3.6981, -2.0573, 4.6566], [2.4630, -2.0363, 5.2932], [1.2465, -2.0694, 4.6258], [1.2585, -2.2983, 3.2534], [3.1550, -4.2518, 0.5451], [4.4436, -4.5549, 1.0247], [4.9858, -5.7851, 0.8113], [4.3158, -6.7352, 0.0752], [2.9918, -6.4758, -0.3328], [2.3942, -5.1965, -0.1367], [0.8513, 1.9169, -0.4847], [1.2974, 3.0835, 0.0738], [1.1029, 4.3068, -0.5062], [0.7236, 4.3945, -1.8384], [0.3955, 3.2416, -2.4848], [0.4269, 2.0045, -1.8660], [-0.0920, 0.4758, -2.7948], [-1.3000, 1.2201, -3.9932], [-1.3468, 0.6134, -5.2658], [-2.4374, 0.8407, -6.0583], [-3.5027, 1.7020, -5.5990], [-3.3879, 2.3228, -4.3462], [-2.3507, 2.0020, -3.5281], [1.4367, 0.2281, -3.6932], [2.2593, -0.9350, -3.4084], [3.5358, -1.0675, -3.8704], [4.0823, -0.0863, -4.6983], [3.2834, 1.0041, -5.1092], [2.0062, 1.1835, -4.5614], [-4.2231, -2.0214, 6.5845], [-4.4238, -2.6866, 4.0580], [-3.1620, -1.4134, 2.4693], [-1.3639, 1.0646, 5.3908], [-2.7124, -0.1240, 7.1748], [-3.3528, 2.0921, 4.2328], [-4.3463, 4.3326, 4.2727], [-3.9088, 5.9189, 2.4148], [-2.2549, 5.1563, 0.5706], [-1.5527, 2.8825, 0.4485], [-0.7073, 2.6446, 4.3358], [1.5545, 3.1222, 5.3438], [3.6111, 2.1134, 4.4100], [3.4317, 0.9744, 2.2718], [3.4628, 1.8912, -1.1042], [5.7088, 1.2278, -1.8934], [6.5670, -0.9194, -1.3148], [5.1015, -2.6553, -0.2612], [4.6772, -2.1154, 2.6759], [4.6080, -1.7522, 5.1550], [2.5420, -2.0238, 6.3850], [0.2438, -2.0750, 5.0498], [0.2964, -2.4982, 2.7581], [4.9215, -3.8261, 1.6975], [6.0160, -5.9880, 1.0745], [4.7808, -7.6697, -0.0998], [2.4772, -7.2893, -0.7937], [1.4026, -4.9524, -0.4168], [1.7356, 3.0835, 1.0795], [1.3131, 5.2125, 0.1352], [0.7811, 5.3334, -2.3387], [0.0462, 3.3495, -3.5086], [-0.5524, -0.0697, -5.6001], [-2.6850, 0.2936, -7.0166], [-4.3805, 1.6947, -6.2256], [-4.1634, 3.0329, -4.0465], [-2.3697, 2.4260, -2.5127], [1.7453, -1.7394, -2.8389], [4.0353, -1.9939, -3.6001], [5.0786, -0.2897, -5.1024], [3.6555, 1.7853, -5.8146], [1.3787, 1.9990, -4.8546], [0.4378, -3.3768, -1.8595], [-1.2706, -3.4783, 1.5981], [-4.9592, -1.7678, -5.6448], [-5.1680, -2.0114, -4.2492], [-6.3190, -2.8406, -3.9169], [-3.8517, -2.6017, -3.5032], [-3.3928, -1.7357, -2.6047], [-2.3524, -1.8621, -1.9320], [-4.2803, -0.4932, -2.4224], [-4.1522, 0.4862, -1.4463], [-4.9974, 1.5761, -1.5079], [-6.0169, 1.6475, -2.4352], [-6.1349, 0.6910, -3.4643], [-5.2633, -0.4270, -3.3733], [-3.4450, 0.4919, -0.6282], [-4.8701, 2.4115, -0.7732], [-6.7269, 2.4909, -2.4697], [-6.9217, 0.6805, -4.2214]], "forces_ev_per_a": [[0.44, 0.71, -0.43], [-0.33, -0.16, 0.34], [1.35, 0.54, 1.67], [-2.00, -0.86, -0.72], [2.15, 1.71, -0.33], [-0.25, -0.19, 0.28], [0.36, 1.12, 0.17], [-0.10, 0.51, -0.51], [0.47, -0.30, -0.80], [-0.58, 0.10, 2.03], [0.39, 0.80, -1.11], [-1.04, -0.14, 1.15], [0.25, 0.67, 0.92], [-0.64, -0.06, -0.71], [-0.41, 0.17, 1.46], [-1.85, 0.59, -0.50], [-0.70, 0.51, 0.88], [1.08, -0.88, 0.26], [-1.57, 0.43, -0.58], [0.63, 0.62, 0.34], [-0.22, -0.01, -0.70], [0.40, -0.48, 0.28], [-2.17, 0.63, 0.86], [1.26, 1.01, -0.55], [0.08, -0.54, 0.09], [0.76, -2.31, -0.37], [-1.69, 0.00, 0.81], [-0.37, 1.06, -1.64], [-0.10, 0.00, 0.22], [1.23, 0.07, -2.12], [-0.27, 0.75, -0.37], [-0.05, 0.14, 1.60], [0.19, -0.81, -0.44], [0.77, 0.14, 0.46], [0.59, 0.29, 0.24], [-1.00, 0.94, 0.84], [1.32, -0.24, -0.54], [-1.95, 0.86, 0.02], [0.68, 0.82, 0.31], [2.01, -1.48, 0.57], [0.15, -1.23, -2.09], [-0.20, 0.47, 1.75], [0.75, 1.89, 0.42], [0.43, 0.45, 1.35], [-0.41, -0.28, -1.14], [-0.24, -0.55, 1.51], [-0.68, 0.67, 1.01], [0.77, -1.48, 0.16], [0.42, 0.15, 0.30], [-2.93, 0.50, -0.78], [1.97, -1.22, -0.09], [-1.59, 0.15, -1.94], [1.02, 0.58, 0.85], [2.83, -0.84, -0.96], [-3.16, 0.90, 0.60], [0.17, -0.04, -0.30], [-0.39, -0.03, -0.59], [0.50, 0.30, 0.22], [-0.02, -1.31, 0.26], [0.23, 0.20, -0.74], [-0.59, -0.46, 0.01], [0.21, -0.40, -0.51], [-0.77, -1.01, 0.22], [-0.13, -0.72, -0.50], [-0.20, 0.05, -0.35], [0.24, -0.23, -0.55], [0.75, -0.83, -0.37], [-0.35, -0.04, -0.35], [0.58, -0.21, 0.12], [1.91, -0.98, -0.52], [-0.06, 0.11, 0.04], [-0.40, 0.27, -0.38], [1.40, -0.73, -0.60], [-0.04, -0.32, -0.10], [-0.40, -0.05, 0.20], [0.93, -0.44, -0.31], [0.33, 0.96, 0.13], [-1.66, -0.01, 1.23], [0.04, -0.49, 0.37], [-0.52, 0.32, -0.18], [0.43, 0.17, 0.62], [0.53, 0.25, -0.21], [-0.01, -0.47, -0.66], [0.04, -0.01, 0.40], [0.22, -0.88, -0.27], [-0.57, -0.20, -0.41], [-0.79, 0.02, -0.47], [-0.31, -0.13, -0.25], [-0.07, -0.88, -1.06], [-0.39, 0.59, -0.37], [0.15, -0.27, 0.00], [-0.34, 0.36, 0.30], [0.84, 0.59, 1.18], [-0.22, 0.57, 0.10], [0.22, -0.41, 0.14], [0.38, -0.32, -0.48], [0.67, 0.46, -0.21], [0.35, 0.30, -0.16], [-0.27, 0.49, 0.05], [-0.15, -0.86, 0.62], [-0.01, 0.59, -0.19], [0.21, -0.18, -0.07], [-0.69, -0.46, 0.11], [0.25, 0.19, -0.69], [-0.80, -0.62, 0.81], [0.48, 0.74, -0.15], [0.11, 0.90, 0.02], [-0.76, 0.00, -0.12], [-0.10, -0.03, 0.34], [0.86, -0.44, 0.53], [0.04, 0.35, -0.07], [-0.23, 0.96, 1.23], [-0.84, 0.18, -1.88], [0.48, -1.53, 0.95], [-0.72, 0.62, -0.23], [0.42, -0.47, -0.21], [-0.20, -0.92, -0.60], [0.54, -0.34, 0.22], [0.21, 0.29, 0.29]], "homo_lumo_gap_ev": [5.6226, 5.6665], "e_lumo_ev": [3.936, 3.936], "charge": -2, "multiplicity": 7}



| no. | energy (eV) |
| --- | --- |
| 1 | -10369.7081 |
| 2 | -10010.4802 |
| 3 | -22248.2097 |
| 4 | -154206.7694 |